Below is a molecular structure, C20H36CrGeI2O2, with properties calculated with ωB97M-V with the def2-TZVPD basis set.

CARTESIAN COORDINATES (ANGSTROEM)
Cr (-0.20486, -0.76123, -0.00534)
I (0.82316, -3.45902, 4.06550)
C (-1.18878, -3.44971, 4.35478)
I (-2.22811, -2.27368, 1.04114)
H (-1.64258, -2.50009, 4.57647)
H (-1.74705, -4.27777, 3.95707)
C (2.12978, 0.89756, 1.94364)
C (1.03341, 1.66194, 2.68822)
C (0.17389, 0.72420, 3.53839)
C (0.18868, 2.59077, 1.83346)
C (0.26115, 3.95743, 2.08709)
C (-0.57121, 4.86249, 1.45043)
C (-1.52486, 4.39107, 0.56362)
C (-1.63366, 3.03893, 0.25471)
C (-2.74091, 2.59083, -0.68268)
C (-2.21712, 2.07375, -2.02343)
C (-3.69334, 1.58866, -0.02735)
C (-0.73261, 2.15789, 0.86772)
O (-0.78041, 0.85265, 0.51813)
H (2.85166, 0.49424, 2.65785)
H (2.66088, 1.53318, 1.23457)
H (1.73470, 0.04533, 1.38648)
H (1.55157, 2.32687, 3.38614)
H (-0.38575, 0.01334, 2.92931)
H (-0.54658, 1.29439, 4.12654)
H (0.80111, 0.15477, 4.22619)
H (0.97977, 4.30847, 2.81833)
H (-0.49407, 5.92006, 1.66107)
H (-2.21432, 5.08185, 0.09293)
H (-3.31844, 3.49554, -0.89561)
H (-1.55783, 1.21925, -1.88140)
H (-1.65484, 2.84634, -2.55123)
H (-3.04312, 1.75788, -2.66343)
H (-3.20571, 0.63807, 0.18222)
H (-4.54143, 1.39401, -0.68675)
H (-4.07953, 1.97773, 0.91565)
C (3.06089, -2.56232, 1.15715)
C (1.90161, -3.04481, 0.35067)
C (1.81215, -4.47464, -0.06038)
O (0.99969, -2.26806, 0.03766)
H (3.94939, -3.16601, 0.98644)
H (2.78041, -2.65360, 2.21171)
H (3.25402, -1.51247, 0.94467)
H (1.91176, -5.09357, 0.83459)
H (2.65088, -4.71889, -0.71612)
H (0.86498, -4.67411, -0.55210)
C (0.26635, 0.38478, -4.62676)
Ge (0.46344, -0.84310, -3.12138)
C (1.82098, -2.17037, -3.60815)
C (-1.21858, -1.82861, -2.91231)
C (1.00664, 0.04135, -1.46420)
H (1.18739, 0.40914, -5.20904)
H (0.05262, 1.39715, -4.28498)
H (-0.54417, 0.06468, -5.28048)
H (1.59940, -2.60365, -4.58419)
H (1.86528, -2.98634, -2.88457)
H (2.80446, -1.70145, -3.65898)
H (-1.55086, -2.11286, -3.91193)
H (-2.01867, -1.24866, -2.44790)
H (-1.09648, -2.74112, -2.32551)
H (0.87088, 1.12063, -1.52261)
H (2.06291, -0.18108, -1.29177)

Values from the calculation:
M: 686.92 g mol⁻¹
Expectation value of S²: 6.09
2S+1: 5
Energy relative to the best compared isomer or geometry (same formula, charge and spin): 31.5 kJ/mol

Mulliken population analysis, charges in e, atoms 1 to 8: 0.05, 0.11, -0.82, -0.44, 0.39, 0.38, -0.65, 0.31